Computed, not measured: a molecular structure, C36H20ClN10O4SSn, with ωB97M-V with the def2-TZVPD basis set.

net charge = +1
LUMO level = -4.8200 eV
molar mass = 842.9 g/mol
orbital gap = 4.8 eV
HOMO energy = -9.647 eV

The geometry in XYZ format:
```
73
Properties=species:S:1:pos:R:3:mulliken_charge:R:1
Sn -0.84639 -1.17684 -0.05787 0.83
Cl -1.31708 2.00849 -1.57962 1.33
S -4.28993 -0.14840 -3.65557 -0.37
O -0.10043 3.26702 0.47187 -0.25
O -1.04606 3.29900 -2.17901 -0.63
O -2.71027 1.96084 -1.26233 -0.55
O -0.19195 -0.19995 -2.78311 -0.59
N -4.02956 1.39904 -5.75810 -0.08
N 0.31764 -3.87323 1.94456 -0.59
N -1.29099 0.39689 3.16601 -0.54
N -0.61181 0.81548 -2.12578 0.44
N 2.36014 -1.70191 -1.65864 -0.52
N -4.62355 2.50530 -3.77849 -0.43
N -0.42398 -1.58050 2.11997 -0.34
N 1.04607 -0.02263 -0.49435 -0.41
N 0.93005 -2.62610 0.01450 -0.01
N -0.87640 1.07837 0.95895 -0.11
C 3.64258 -6.35392 0.19496 -0.63
C -1.94129 -3.99061 5.77359 -0.66
C -0.80951 1.28089 2.24641 0.44
C -0.24934 1.97794 0.10351 0.72
C -0.32496 -2.87886 2.52311 0.23
C -2.44281 -2.74191 6.13107 -0.66
C -0.25682 2.53222 2.75532 0.70
C -1.10329 -0.87330 3.10346 -0.16
C 2.11185 -4.56407 0.38515 0.29
C 3.09984 3.22021 -3.05106 -0.87
C 1.97862 -2.66318 -0.89167 -0.25
C -4.34608 3.70509 -5.85449 -0.65
C 0.52684 4.75690 2.19613 -0.87
C 3.37395 0.81313 -3.17930 -0.59
C 0.06284 3.51289 1.82476 0.20
C 3.70543 2.08762 -3.60560 -0.69
C 0.69724 5.00863 3.54812 -0.42
C -1.21431 -4.16780 4.59885 -0.14
C 0.40031 4.04004 4.50465 -0.94
C -4.64272 3.60833 -4.47337 0.12
C -4.03400 2.54137 -6.47279 -0.07
C 1.86854 -0.44117 -1.48693 -0.25
C 4.21694 -5.74199 -0.91304 -0.63
C -0.08429 2.80855 4.11183 -0.32
C 0.84012 1.30222 -0.68353 -0.32
C -1.53174 -1.81130 4.16025 0.21
C -4.31956 1.32589 -4.40522 0.07
C 1.03586 -3.66369 0.83910 -0.05
C -1.03124 -3.05576 3.80434 0.22
C 2.13816 3.11922 -2.05866 -0.73
C 2.57654 -5.76424 0.87489 -0.20
C 2.41912 0.70935 -2.17943 0.76
C 2.68686 -3.95054 -0.72538 0.37
C 1.80807 1.84081 -1.63221 0.80
C 3.75294 -4.51405 -1.38811 -0.25
C -2.23659 -1.62119 5.32882 -0.21
H 3.39070 4.19835 -3.40994 0.41
H 1.65360 3.99451 -1.65059 0.56
H -3.78256 2.45694 -7.52060 0.40
H 4.03291 -7.30294 0.53655 0.41
H -3.00198 -2.64180 7.05154 0.42
H 5.04288 -6.22751 -1.41506 0.40
H 4.20457 -4.02909 -2.24250 0.56
H -4.90376 4.50727 -3.92232 0.41
H 1.06764 5.97584 3.86011 0.43
H -4.36647 4.64465 -6.38185 0.39
H 4.44820 2.21609 -4.38124 0.42
H 3.83548 -0.06893 -3.60081 0.57
H 0.74952 5.49791 1.44146 0.51
H -2.61793 -0.64731 5.60406 0.55
H -3.80822 0.51493 -6.19361 0.23
H 2.13066 -6.22661 1.74467 0.56
H 0.53709 4.25824 5.55417 0.43
H -2.11955 -4.83670 6.42330 0.41
H -0.35071 2.05207 4.83625 0.57
H -0.81166 -5.13048 4.31585 0.56
```